This record from OMol25 describes an isolated ion of composition C8H10FO4S and charge -1 at a distorted geometry. The level of theory is ωB97M-V/def2-TZVPD.

```
24
Properties=species:S:1:pos:R:3:forces:R:3:lowdin_charge:R:1
C -1.0343 -1.5798 -1.1452 -1.2 0.8 1.8 0.06
C 0.0562 -1.5180 -0.3831 -0.6 1.2 0.5 -0.34
C 0.8462 -2.6521 0.1694 -4.1 -2.7 2.2 -0.05
C 0.5186 -0.1408 0.0957 2.0 -0.7 0.4 -0.31
C -0.2721 1.0827 -0.1391 -1.4 0.9 0.0 -0.11
C -1.3955 1.4471 0.5187 -0.1 -1.1 -0.3 -0.13
C -2.1460 2.7326 0.3319 1.2 -0.1 -1.8 -0.11
C 1.0353 -0.0412 1.6691 0.2 0.7 -0.6 -0.72
O 1.9816 0.7253 1.8056 0.9 0.4 -0.5 -0.01
O 0.3517 -0.5909 2.5106 -1.2 -1.2 0.3 0.00
S 2.0107 0.0961 -1.0618 1.1 -0.3 -0.6 0.75
O 1.4530 0.0768 -2.3955 0.5 -0.3 0.5 -0.31
O 3.1931 -0.7145 -0.7712 -1.9 1.4 -0.3 -0.29
F 2.4572 1.6558 -0.9808 0.0 -0.9 0.6 -0.20
H -1.7240 -0.7114 -1.2152 1.0 -0.4 -0.5 0.08
H -1.5830 -2.4842 -1.1157 -0.1 -1.3 -0.9 0.05
H 1.8505 -2.5074 0.0449 2.6 0.1 0.0 0.03
H 0.4991 -3.6558 -0.1777 0.5 0.8 -0.9 0.08
H 0.5259 -2.9089 1.2770 1.1 1.6 -1.6 0.13
H 0.2128 1.7093 -0.9009 -0.8 0.4 0.5 0.11
H -1.9503 0.7664 1.1838 1.0 -0.1 -0.1 0.12
H -1.5118 3.5350 0.6537 0.1 0.7 0.5 0.06
H -3.1128 2.7864 0.7770 -0.5 -0.1 0.5 0.05
H -2.2622 2.8916 -0.7513 -0.2 0.1 0.2 0.08
```
Forces are in eV/Å.

Computed properties:
HOMO level = -0.18213 hartree
energy above the lowest of the compared OMol25 structures with the same formula, charge and spin = 0.8 kcal per mole
total energy = -1109.84207 Eh
charge = -1


This record from OMol25 describes a 9-piece molecular cluster, C52H50F8NOS overall at a distorted geometry. The level of theory is ωB97M-V/def2-TZVPD.

```
113
Properties=species:S:1:pos:R:3:forces:R:3:lowdin_charge:R:1
C -3.0239 0.5604 2.8517 -0.2 0.4 0.4 -0.20
S -2.3559 1.7843 4.0252 1.2 -0.5 0.4 1.18
N -1.4876 2.9352 3.1307 -0.9 -0.8 -0.8 -0.31
C -0.2391 2.3238 2.6152 0.5 -0.4 0.9 -0.08
C -2.4020 3.4484 2.1009 1.9 -0.7 -1.6 -0.53
C -2.1380 3.2359 0.6478 1.3 -0.3 0.6 0.02
O -3.3598 3.9924 2.4608 -3.1 1.4 1.6 0.12
H -4.0775 0.7301 2.7201 -0.4 0.0 -0.1 0.07
H -2.8317 -0.4125 3.2698 0.0 -0.3 0.3 0.06
H -2.5009 0.6425 1.9136 0.2 0.2 -0.3 0.05
H -3.4681 2.4150 4.4633 0.2 0.4 -0.5 0.04
H -0.3368 1.2628 2.3992 -0.1 -0.1 -0.3 0.08
H 0.1232 2.8314 1.7362 -0.2 0.3 -0.2 0.10
H 0.5288 2.4095 3.3689 0.2 0.1 0.3 0.10
H -1.4481 3.9969 0.3078 0.2 0.2 -0.2 0.09
H -3.0381 3.3235 0.0761 -0.5 0.0 -0.1 0.11
H -1.6402 2.2849 0.4977 0.0 -0.2 -0.4 0.06
F -1.4668 3.0911 -2.0501 -0.1 0.2 0.0 0.02
C -0.4551 3.6827 -2.7347 0.4 0.3 -0.4 -0.28
C -0.2504 3.3482 -4.0597 -0.2 -0.2 0.0 -0.02
C 0.7871 3.9517 -4.7557 0.0 0.0 0.2 -0.06
C 1.6096 4.8679 -4.1178 0.1 0.1 -0.1 -0.08
C 1.3931 5.1893 -2.7873 0.0 0.0 -0.1 -0.07
C 0.3510 4.5990 -2.0901 -0.1 -0.1 0.3 -0.02
H -0.8945 2.6222 -4.5394 0.0 0.1 0.0 0.12
H 0.9557 3.7015 -5.7942 0.0 0.0 0.0 0.11
H 2.4247 5.3306 -4.6584 0.0 0.0 0.0 0.10
H 2.0390 5.8995 -2.2892 0.0 0.0 0.0 0.11
H 0.1658 4.8465 -1.0528 0.0 0.0 0.0 0.10
F -0.2957 0.4810 -0.2914 0.0 0.1 0.1 0.03
C -0.6915 -0.3569 -1.2888 -0.1 -0.3 -0.4 -0.26
C -0.9165 0.1569 -2.5492 0.1 0.2 0.0 0.00
C -1.3193 -0.7009 -3.5616 0.0 -0.2 0.2 -0.06
C -1.4983 -2.0522 -3.2963 0.0 -0.1 -0.1 -0.09
C -1.2696 -2.5479 -2.0201 0.0 0.1 -0.1 -0.09
C -0.8577 -1.6954 -1.0056 0.0 0.0 0.3 -0.03
H -0.7781 1.2082 -2.7322 0.1 -0.1 0.0 0.07
H -1.4945 -0.3152 -4.5571 0.0 0.0 0.0 0.11
H -1.8177 -2.7196 -4.0858 0.0 0.0 0.0 0.11
H -1.4132 -3.6002 -1.8126 0.0 0.0 0.0 0.11
H -0.6661 -2.0631 -0.0052 0.0 0.1 0.0 0.10
F 5.0660 4.8204 -5.0667 0.0 0.0 0.0 0.05
C 5.3494 3.8509 -4.1722 0.1 -0.2 0.2 -0.29
C 5.0244 2.5446 -4.4751 -0.1 0.0 -0.3 -0.02
C 5.3141 1.5487 -3.5552 0.0 0.1 0.1 -0.08
C 5.9100 1.8717 -2.3452 0.0 -0.1 0.1 -0.10
C 6.2262 3.1920 -2.0552 -0.1 -0.1 -0.1 -0.08
C 5.9502 4.1923 -2.9766 0.0 0.2 0.1 -0.02
H 4.5488 2.3154 -5.4200 0.0 0.0 0.0 0.12
H 5.0707 0.5192 -3.7826 0.0 0.0 0.0 0.11
H 6.1276 1.0921 -1.6267 0.0 0.0 0.0 0.09
H 6.6864 3.4430 -1.1092 0.0 0.0 0.0 0.10
H 6.1933 5.2271 -2.7732 0.0 0.0 0.0 0.12
F 5.3045 1.9733 0.9764 0.0 0.1 0.0 0.05
C 5.5400 0.7193 1.4160 0.0 -0.3 0.1 -0.29
C 4.8665 -0.3298 0.8229 -0.2 0.1 -0.2 -0.02
C 5.1080 -1.6210 1.2662 0.4 0.2 0.3 -0.07
C 6.0107 -1.8428 2.2990 0.0 0.0 0.0 -0.09
C 6.6751 -0.7736 2.8857 -0.1 -0.1 -0.1 -0.08
C 6.4438 0.5197 2.4396 0.1 0.2 0.1 -0.02
H 4.1627 -0.1340 0.0232 0.0 0.0 0.0 0.12
H 4.5998 -2.4465 0.8094 0.0 -0.1 0.0 0.07
H 6.1962 -2.8512 2.6461 0.0 0.0 0.0 0.10
H 7.3756 -0.9458 3.6920 0.0 0.0 0.0 0.11
H 6.9575 1.3658 2.8770 0.0 0.0 0.0 0.12
F 2.7656 -2.7480 -0.1269 -0.3 0.0 -0.1 0.03
C 2.5615 -4.0719 -0.3258 -0.1 -0.3 -0.1 -0.28
C 1.2787 -4.5716 -0.2411 -0.2 0.1 0.1 -0.02
C 1.0706 -5.9270 -0.4447 0.1 0.0 0.0 -0.08
C 2.1444 -6.7618 -0.7198 0.0 -0.1 0.0 -0.08
C 3.4280 -6.2402 -0.7979 -0.1 0.0 0.0 -0.07
C 3.6422 -4.8832 -0.6045 0.2 0.1 0.0 -0.02
H 0.4568 -3.9052 -0.0159 0.1 0.0 0.0 0.09
H 0.0701 -6.3332 -0.3846 0.0 0.0 0.0 0.11
H 1.9801 -7.8200 -0.8721 0.0 0.0 0.0 0.11
H 4.2659 -6.8908 -1.0087 0.0 0.0 0.0 0.11
H 4.6352 -4.4569 -0.6692 0.0 0.0 0.0 0.12
F -9.0815 5.4352 3.1789 0.0 0.0 0.0 0.06
C -7.8908 6.0465 3.0453 0.2 0.1 0.0 -0.29
C -6.7373 5.3293 3.2926 0.0 -0.2 0.0 -0.02
C -5.5079 5.9572 3.1505 -0.2 0.3 0.1 -0.09
C -5.4508 7.2924 2.7737 0.1 0.0 0.0 -0.09
C -6.6220 7.9984 2.5337 0.1 -0.1 0.0 -0.08
C -7.8528 7.3725 2.6650 -0.2 0.1 0.0 -0.01
H -6.8080 4.2911 3.5925 -0.1 0.0 0.0 0.11
H -4.5996 5.4067 3.3339 -0.2 0.1 0.1 0.06
H -4.4920 7.7830 2.6666 0.0 0.0 0.0 0.10
H -6.5781 9.0395 2.2438 0.0 0.0 0.0 0.11
H -8.7762 7.9031 2.4751 0.0 0.0 0.0 0.12
F 0.5627 -6.6930 2.5665 -0.1 0.0 0.0 0.05
C 1.6108 -6.9600 3.3720 0.3 0.0 0.1 -0.29
C 1.6984 -8.1976 3.9756 -0.2 -0.2 0.0 -0.02
C 2.7821 -8.4675 4.7984 0.1 0.1 0.0 -0.08
C 3.7534 -7.4990 5.0121 0.1 0.0 0.1 -0.09
C 3.6447 -6.2591 4.3981 0.0 -0.1 0.0 -0.08
C 2.5684 -5.9855 3.5667 0.0 0.2 -0.1 -0.02
H 0.9272 -8.9364 3.8015 0.0 0.0 0.0 0.12
H 2.8682 -9.4354 5.2734 0.0 0.0 0.0 0.11
H 4.5954 -7.7120 5.6572 0.0 0.0 0.0 0.10
H 4.3996 -5.5024 4.5664 0.0 0.0 0.0 0.10
H 2.4695 -5.0280 3.0708 0.0 0.0 0.0 0.11
F -6.9317 -5.1860 -3.2660 0.0 0.0 0.0 0.07
C -6.6569 -3.9050 -2.9679 0.0 0.2 0.0 -0.29
C -7.6899 -2.9904 -2.9123 -0.2 -0.1 0.0 -0.01
C -7.4029 -1.6701 -2.6002 0.1 0.0 0.0 -0.08
C -6.0924 -1.2806 -2.3576 0.0 0.1 0.0 -0.10
C -5.0665 -2.2140 -2.4223 -0.1 0.1 0.0 -0.09
C -5.3483 -3.5378 -2.7249 0.2 -0.1 0.0 -0.02
H -8.7031 -3.3130 -3.1122 0.0 0.0 0.0 0.12
H -8.2033 -0.9443 -2.5476 0.0 0.0 0.0 0.11
H -5.8714 -0.2478 -2.1192 0.0 0.0 0.0 0.10
H -4.0443 -1.9111 -2.2380 0.0 0.0 0.0 0.08
H -4.5644 -4.2829 -2.7730 0.0 0.0 0.0 0.11
```
Forces are in eV/Å.

Computed properties:
HOMO level = -0.39452 hartree
total energy = -3338.27895 Eh
charge = +1


This record from OMol25 describes a 2-piece molecular cluster, C2H10OSi2 overall at a distorted geometry. The level of theory is ωB97M-V/def2-TZVPD.

```
15
Properties=species:S:1:pos:R:3:forces:R:3:lowdin_charge:R:1
C -1.9775 1.4012 -0.4764 1.8 -1.4 -0.1 -0.28
C -0.2936 -1.2267 -1.2819 0.7 -0.8 1.8 -0.32
O 2.4698 -1.0809 1.3764 0.1 2.2 3.4 -0.33
Si 2.0296 0.5415 1.4508 -2.4 -2.3 2.4 0.60
Si -1.0239 -0.2916 0.2070 0.4 2.0 -1.8 0.66
H -1.4823 2.0376 -1.2584 -0.1 -0.9 0.8 0.02
H -2.9716 1.1387 -0.8485 0.0 0.2 0.6 0.00
H -1.8925 1.9088 0.4743 -0.9 0.7 0.1 -0.04
H 0.4061 -2.0220 -0.9528 -0.5 0.1 0.0 0.01
H -0.9464 -1.6578 -2.0217 -0.4 0.2 -0.3 0.01
H 0.3677 -0.4741 -1.6344 0.5 0.7 -1.1 -0.02
H 2.5113 -1.3191 0.5133 0.3 -1.7 -4.1 -0.06
H 2.8407 1.4510 0.6850 0.4 0.5 -0.4 -0.12
H 2.1328 0.6614 3.0393 -0.2 0.5 -1.8 -0.05
H -2.1703 -1.0679 0.7282 0.2 -0.1 0.7 -0.08
```
Forces are in eV/Å.

Computed properties:
HOMO level = -0.28758 hartree
energy above the lowest of the compared OMol25 structures with the same formula, charge and spin = 54.2 kcal per mole
total energy = -736.32448 Eh


This record from OMol25 describes a 5-piece molecular cluster, C6H19NO5 overall at a distorted geometry. The level of theory is ωB97M-V/def2-TZVPD.

```
31
Properties=species:S:1:pos:R:3:forces:R:3:lowdin_charge:R:1
N -0.4040 1.9330 -2.2839 0.6 0.1 -0.7 0.03
C -0.3879 0.9162 -1.3366 -0.9 -0.1 0.6 -0.23
C -1.4783 0.1885 -1.0522 1.4 0.9 0.2 -0.10
C -1.4553 -0.9910 -0.1252 -1.6 -0.9 -0.6 -0.21
C -0.5937 -0.9796 1.1360 1.2 0.1 -1.1 -0.21
C -1.2556 -0.4048 2.3894 -0.1 -0.1 0.2 -0.15
C -1.4165 -1.5249 3.3987 -0.1 0.5 -0.3 -0.27
O -2.4607 -2.0806 3.6037 0.0 -0.1 0.2 0.06
H 0.1169 2.7769 -2.1161 0.0 0.0 0.4 0.09
H -1.2897 2.1191 -2.7262 -0.1 -0.1 0.2 0.10
H 0.5395 0.7104 -0.7989 0.0 0.3 -0.5 0.12
H -2.3819 0.5297 -1.5446 -0.3 -0.5 0.1 0.10
H -2.5159 -1.1562 0.1364 0.4 -0.1 0.3 0.12
H -1.2266 -1.8900 -0.7214 0.1 0.2 0.2 0.11
H -0.1674 -1.9921 1.2252 -0.5 0.1 0.6 0.12
H 0.3142 -0.4024 0.9121 -0.4 0.2 0.1 0.07
H -0.6395 0.3978 2.8050 0.0 -0.1 0.1 0.11
H -2.2337 0.0084 2.1343 0.0 -0.1 0.1 0.12
H -0.4788 -1.8337 3.8995 0.0 -0.1 0.1 0.13
O 3.5102 -0.5267 -1.6682 0.1 0.2 -0.2 -0.05
H 4.4642 -0.5177 -1.7906 0.0 0.0 0.0 0.06
H 3.1394 -0.0135 -2.4017 -0.1 -0.1 -0.1 0.03
O 1.4418 0.1869 -3.8005 0.3 -0.1 0.2 -0.07
H 0.9549 1.0093 -3.6434 -0.1 0.0 0.0 0.01
H 1.0552 -0.4099 -3.1469 0.0 -0.1 -0.2 0.03
O 2.6923 -1.5480 0.7463 0.0 0.2 0.0 -0.07
H 1.8368 -1.1579 0.9397 0.1 -0.2 0.2 -0.03
H 2.9897 -1.0417 -0.0315 0.0 -0.3 0.0 -0.02
O -0.2898 3.7985 0.4449 0.0 0.1 0.1 -0.06
H -0.5772 4.5677 0.9514 0.1 -0.1 -0.1 0.04
H -0.5408 3.0399 0.9836 0.0 0.0 -0.1 0.03
```
Forces are in eV/Å.

Computed properties:
HOMO level = -0.31640 hartree
energy above the lowest of the compared OMol25 structures with the same formula, charge and spin = 35.8 kcal per mole
total energy = -670.92743 Eh


This record from OMol25 describes C15H7BF6N2O11S2Ti as an isolated structure at a distorted geometry. The level of theory is ωB97M-V/def2-TZVPD.

```
45
Properties=species:S:1:pos:R:3:forces:R:3:lowdin_charge:R:1
Ti 0.8403 -0.0624 -0.8245 -0.8 -0.8 0.3 1.13
O -4.4491 -1.5109 2.1474 0.0 0.0 0.0 0.06
C -3.3161 -1.2249 1.4538 0.0 0.0 0.0 -0.28
C -2.6395 -2.2030 0.7232 0.0 0.0 0.0 0.08
C -1.4936 -1.8176 0.0613 0.0 0.0 0.0 -0.14
N -1.0380 -0.5849 0.1603 -0.1 0.3 0.0 0.05
C -1.7282 0.3808 0.7475 0.0 0.0 -0.1 -0.14
C -2.8869 0.1033 1.4369 -0.1 0.0 0.0 0.09
C -1.1697 1.7508 0.3487 0.1 -0.2 0.0 -0.56
O -1.6690 2.7656 0.7740 -0.1 0.1 0.0 0.10
O -0.2089 1.6167 -0.5184 -0.1 0.3 0.1 -0.11
C -0.7249 -2.5748 -1.0172 0.1 0.1 -0.1 -0.55
O -0.9779 -3.7364 -1.2563 0.0 0.0 0.0 0.08
O 0.0919 -1.7786 -1.6311 0.1 -0.2 0.2 -0.09
H -4.6376 -2.4512 2.0594 0.0 0.0 0.0 0.11
H -3.0071 -3.2170 0.6237 0.0 0.0 0.0 0.13
H -3.4590 0.8895 1.9078 0.0 0.0 0.0 0.13
O 1.1733 1.4225 2.0479 0.0 0.1 0.0 0.17
B 1.3501 0.2425 1.3195 0.0 -0.1 0.1 -0.39
O 1.8001 -0.7647 2.1880 0.0 -0.1 0.0 0.16
C 1.9045 -0.1906 3.4214 0.0 0.1 0.0 -0.20
C 2.3063 -0.7555 4.6104 0.0 0.0 0.0 0.00
C 2.3185 0.0774 5.7294 0.0 0.0 0.0 -0.11
C 1.9444 1.4144 5.6406 0.0 0.0 0.0 -0.11
C 1.5413 1.9764 4.4296 0.0 0.0 0.0 0.01
C 1.5292 1.1435 3.3349 0.0 -0.1 0.0 -0.19
H 2.6072 -1.7930 4.6620 0.0 0.0 0.0 0.11
H 2.6353 -0.3236 6.6840 0.0 0.0 0.0 0.09
H 1.9755 2.0348 6.5273 0.0 0.0 0.0 0.09
H 1.2590 3.0162 4.3394 0.0 0.0 0.0 0.12
F 4.4655 4.2208 -0.8293 0.0 -0.2 -0.1 -0.16
C 5.3282 3.1248 -1.1550 0.2 0.4 0.3 -0.40
F 5.8790 2.8739 0.1457 -0.1 -0.1 -0.1 -0.17
F 6.4232 3.8676 -1.7231 -0.1 -0.2 0.0 -0.17
S 3.2803 -0.2233 -1.7171 0.3 0.0 -0.4 0.86
O 2.0399 0.7317 -2.0213 0.3 0.3 -0.4 -0.49
O 2.5093 -1.0680 -0.6399 0.2 0.0 0.0 -0.53
N 3.2901 -1.1771 -3.0023 0.1 0.1 0.0 -0.38
S 4.6577 -1.4723 -3.7385 -0.3 -0.1 -0.1 0.52
O 5.8376 -1.3207 -2.9397 0.1 0.0 0.1 -0.31
O 4.5142 -2.6489 -4.5514 0.0 0.1 0.1 -0.31
C 4.7678 -0.1035 -4.9728 -0.1 0.0 0.0 -0.68
F 4.7670 1.0809 -4.3781 0.0 0.0 0.0 0.14
F 3.7407 -0.1467 -5.8369 0.0 0.0 0.0 0.11
F 5.8981 -0.2254 -5.6878 0.0 0.0 0.0 0.11
```
Forces are in eV/Å.

Computed properties:
HOMO level = -0.03754 hartree
energy above the lowest of the compared OMol25 structures with the same formula, charge and spin = 0.0 kcal per mole
total energy = -3783.12286 Eh
charge = -2


| no. | frontier orbital gap (eV) |
| --- | --- |
| 1 | 8.33 |
| 2 | 7.10 |
| 3 | 7.07 |
| 4 | 8.93 |
| 5 | 4.32 |